This record from the OMol25 dataset describes a structure of composition C25H18BrCl3LiN3O2S. The level of theory is ωB97M-V with the def2-TZVPD basis set.

Each line ends with the natural charge from an NBO analysis.
Cartesian coordinates (Å):
1 Br 6.707 3.473 0.137  0.021
2 Cl -5.255 -2.540 -1.372  0.078
3 Cl -3.130 -4.456 -1.840  0.081
4 Cl -3.347 -3.144 0.716  0.089
5 S 1.217 -1.866 0.238  1.298
6 O 1.507 0.545 -0.636  -0.868
7 O -0.178 -1.332 0.512  -1.056
8 N -2.057 -1.062 -2.010  -0.227
9 N 0.271 2.818 -0.129  -0.507
10 N -2.026 1.551 0.432  -0.493
11 C 2.649 2.548 -0.066  -0.266
12 C 1.427 3.284 0.154  0.190
13 C 1.182 -6.314 1.261  -0.209
14 C -0.876 3.609 -0.020  0.131
15 C -4.479 2.875 0.605  -0.124
16 C 3.871 0.547 -0.670  -0.309
17 C -0.932 4.964 -0.237  -0.244
18 C 1.244 -2.249 -1.523  -0.810
19 C -3.136 0.910 0.703  0.067
20 C -3.318 5.019 0.131  -0.200
21 C -0.029 -5.653 1.094  -0.194
22 C 2.612 1.179 -0.473  0.502
23 C 1.147 -3.604 0.703  -0.162
24 C -2.710 -1.879 -1.536  0.211
25 C -2.153 5.669 -0.152  -0.189
26 C -0.048 -4.293 0.813  -0.259
27 C -3.308 3.616 0.330  -0.107
28 C 2.362 -4.250 0.896  -0.248
29 C -4.398 1.529 0.799  -0.270
30 C -2.091 2.906 0.252  0.217
31 C -3.570 -2.954 -1.022  -0.214
32 C 5.056 2.558 -0.089  -0.158
33 C 2.378 -5.612 1.167  -0.204
34 C 5.058 1.217 -0.487  -0.195
35 C 3.871 3.210 0.123  -0.165
36 Li -0.220 0.567 -0.050  0.884
37 H -3.039 -0.157 0.870  0.196
38 H 3.870 4.253 0.424  0.216
39 H -4.257 5.556 0.199  0.212
40 H -0.961 -6.197 1.183  0.214
41 H 1.165 -1.308 -2.059  0.270
42 H -5.275 0.932 1.014  0.223
43 H 6.002 0.712 -0.649  0.221
44 H 3.322 -6.123 1.314  0.219
45 H -0.984 -3.758 0.688  0.231
46 H 2.185 -2.752 -1.754  0.230
47 H -0.026 5.494 -0.507  0.219
48 H -5.431 3.392 0.660  0.217
49 H 0.398 -2.907 -1.730  0.225
50 H -2.157 6.740 -0.320  0.217
51 H 3.289 -3.685 0.838  0.222
52 H 1.534 4.284 0.595  0.153
53 H 1.194 -7.376 1.472  0.217
54 H 3.875 -0.489 -0.987  0.202

Gap between HOMO and LUMO ... 6.93 eV
ΔE to the lowest compared entry with this formula, charge and spin ... 2.1 kcal per mole
Multiplicity ... 1
HOMO level ... -7.1 eV


This record from the OMol25 dataset describes a structure of composition C29H29N2O3RhS2. The level of theory is ωB97M-V with the def2-TZVPD basis set.

Each line ends with the Löwdin spin population.
Cartesian coordinates (Å):
1 Rh -0.225 -0.479 2.139  1.726
2 S -0.126 1.845 1.538  0.210
3 S -3.063 1.659 4.484  0.007
4 O -3.875 0.469 4.353  0.005
5 O 2.040 -0.477 -1.227  0.007
6 O -2.984 2.313 5.762  0.009
7 N 3.978 0.261 -2.046  0.001
8 N -1.548 1.456 3.752  0.115
9 C 3.704 -3.679 0.906  0.000
10 C 0.890 -0.689 -3.915  0.002
11 C -1.360 1.195 -1.367  0.302
12 C -0.783 -1.268 3.843  0.163
13 C -2.890 3.632 1.069  0.000
14 C 3.936 -2.314 0.710  0.001
15 C -0.614 0.262 -2.151  0.014
16 C -1.751 -1.542 2.797  0.156
17 C -4.154 4.230 0.967  0.001
18 C 3.578 -3.997 -1.491  0.000
19 C 0.397 0.607 -3.243  -0.007
20 C -3.566 2.742 3.216  0.000
21 C 2.594 0.349 -1.949  0.000
22 C 0.508 -1.795 3.383  0.154
23 C -4.837 3.268 3.109  0.002
24 C 1.681 1.336 -2.705  -0.003
25 C -5.116 4.046 1.972  -0.002
26 C -2.617 2.849 2.193  0.004
27 C 4.546 -0.376 -0.824  0.000
28 C 3.832 -2.638 -1.683  0.000
29 C -2.353 -0.867 -1.129  0.100
30 C -1.456 2.042 2.562  0.045
31 C 0.314 -2.374 2.068  0.156
32 C -1.068 -2.212 1.701  0.151
33 C 3.542 -4.530 -0.196  0.000
34 C -1.218 -1.022 -1.977  0.345
35 C 4.047 -1.796 -0.590  0.000
36 C -0.312 1.505 -4.276  -0.002
37 C -2.429 0.495 -0.734  0.204
38 H 3.391 -5.604 -0.045  0.000
39 H 3.927 -2.213 -2.684  0.000
40 H 4.083 -1.651 1.567  0.000
41 H 4.494 1.054 -2.433  0.000
42 H 4.167 0.258 -0.002  0.000
43 H -0.902 -1.942 -2.460  0.017
44 H -3.215 0.928 -0.117  0.006
45 H -5.553 3.049 3.898  0.000
46 H -2.102 3.793 0.339  0.001
47 H -1.508 -2.556 0.752  0.020
48 H 2.275 1.808 -3.511  0.000
49 H -4.395 4.843 0.097  0.000
50 H 0.076 -1.160 -4.470  0.001
51 H -6.106 4.503 1.899  0.000
52 H 1.250 -1.383 -3.142  0.000
53 H 1.720 -0.455 -4.598  0.000
54 H 5.646 -0.355 -0.869  0.000
55 H -0.969 -0.759 4.796  0.014
56 H 3.685 -4.101 1.914  0.000
57 H -2.819 -1.281 2.856  0.017
58 H -1.122 0.938 -4.751  0.000
59 H 1.452 -1.702 3.924  0.022
60 H 3.436 -4.641 -2.357  0.000
61 H 1.072 -2.842 1.439  0.022
62 H -0.758 2.409 -3.837  0.001
63 H 0.387 1.824 -5.062  -0.001
64 H -1.175 2.267 -1.319  0.011
65 H 1.385 2.116 -1.971  0.000
66 H -3.064 -1.648 -0.877  0.000

Gap between HOMO and LUMO (alpha / beta) ... 6.45 / 5.66 eV
Multiplicity ... 5
<S²> ... 6.03
HOMO level (alpha / beta) ... -7.0 / -7.7 eV


This record from the OMol25 dataset describes an isolated molecule of C7H9NSe. The level of theory is ωB97M-V with the def2-TZVPD basis set.

Each line ends with the natural charge from an NBO analysis.
Cartesian coordinates (Å):
1 Se 1.939 -1.821 -1.037  0.324
2 N 0.093 2.372 -0.322  -0.638
3 C -1.686 0.146 1.857  -0.198
4 C -0.802 1.885 0.398  0.471
5 C 2.202 -0.327 -2.384  -0.765
6 C -1.410 -1.154 1.491  -0.225
7 C -1.501 1.496 1.452  -0.467
8 C 0.582 -1.071 -0.025  -0.420
9 C -0.503 -1.673 0.455  -0.251
10 H -0.786 -2.623 0.052  0.203
11 H -1.996 -2.047 1.909  0.218
12 H 1.452 -0.168 -3.166  0.225
13 H 3.172 -0.643 -2.883  0.223
14 H 0.738 0.013 0.401  0.211
15 H -2.285 0.069 2.828  0.213
16 H -1.628 2.403 2.052  0.269
17 H -0.134 2.672 -1.294  0.387
18 H 2.551 0.473 -1.784  0.222

Gap between HOMO and LUMO ... 7.83 eV
ΔE to the lowest compared entry with this formula, charge and spin ... 66.1 kcal per mole
Multiplicity ... 1
HOMO level ... -7.6 eV
SMILES string ... C[Se]/C=C/C=C\C=C=N


This record from the OMol25 dataset describes a structure of composition C13H34AgN2O6. The level of theory is ωB97M-V with the def2-TZVPD basis set.

Each line ends with the Löwdin spin population.
Cartesian coordinates (Å):
1 Ag -0.038 0.727 0.110  0.369
2 O -2.051 0.706 -1.005  0.760
3 O 0.390 -0.833 -1.737  0.012
4 O -1.310 -4.774 0.482  0.001
5 O -0.752 2.834 0.467  0.010
6 O 0.774 1.339 2.304  0.484
7 O 2.211 0.599 0.914  0.055
8 N -1.174 -1.034 1.140  0.057
9 N 1.049 2.032 -1.584  0.027
10 C -1.753 3.382 1.214  0.000
11 C 1.672 -1.146 -2.241  0.001
12 C 1.649 4.373 -2.133  0.001
13 C -1.697 -3.520 1.073  0.003
14 C 1.100 3.368 -1.053  0.000
15 C 1.953 0.972 2.065  0.027
16 C 3.001 0.971 3.125  0.022
17 C -2.141 -5.765 0.954  0.000
18 C -3.265 1.156 -1.517  0.089
19 C -0.262 3.740 -0.579  -0.001
20 C 2.009 -2.600 -1.815  0.001
21 C -0.686 -2.373 0.889  0.005
22 C 0.650 -2.571 1.622  0.000
23 H 0.445 -2.669 2.688  0.000
24 H -2.083 -6.703 0.401  0.000
25 H 3.987 0.798 2.695  0.006
26 H -0.466 -2.234 -0.170  0.000
27 H -3.658 0.521 -2.311  0.049
28 H 1.753 3.326 -0.182  0.000
29 H 1.589 5.355 -1.663  0.000
30 H 1.025 4.326 -3.026  0.000
31 H -0.236 -0.920 -2.459  0.001
32 H -1.989 -6.020 2.003  0.000
33 H 3.149 1.771 3.851  0.000
34 H 1.319 -1.714 1.539  0.000
35 H 1.983 1.938 -1.958  0.001
36 H 2.400 -0.464 -1.803  0.000
37 H -1.432 4.342 1.620  0.000
38 H -2.046 2.753 2.054  0.000
39 H -3.184 -5.457 0.890  0.000
40 H -1.882 -3.546 2.147  0.000
41 H 1.136 -3.243 -1.929  0.000
42 H -1.950 -0.884 0.511  -0.001
43 H 2.683 4.110 -2.355  0.000
44 H -3.197 2.121 -2.019  0.020
45 H -4.084 1.304 -0.813  0.002
46 H -2.615 -3.226 0.565  0.000
47 H 1.790 -1.010 -3.317  0.000
48 H 2.788 -2.997 -2.466  0.000
49 H 2.250 -2.609 -0.753  0.000
50 H -2.569 3.685 0.558  0.000
51 H -0.852 3.655 -1.491  0.000
52 H -1.537 -1.180 2.072  0.001
53 H 1.192 -3.457 1.290  0.000
54 H 0.434 1.879 -2.370  0.000
55 H 2.739 0.096 3.721  -0.001
56 H -0.210 4.768 -0.219  0.000

Gap between HOMO and LUMO (alpha / beta) ... 9.86 / 5.69 eV
Multiplicity ... 3
<S²> ... 2.01
HOMO level (alpha / beta) ... -12.1 / -11.6 eV
Total charge ... +1


This record from the OMol25 dataset describes an isolated molecule of C8H6S4. The level of theory is ωB97M-V with the def2-TZVPD basis set.

Each line ends with the natural charge from an NBO analysis.
Cartesian coordinates (Å):
1 S -0.743 2.162 -0.830  0.159
2 S -1.639 -0.738 -0.885  0.505
3 S 2.487 -0.113 1.321  0.365
4 S 0.756 2.280 0.565  0.141
5 C 2.992 -0.630 -1.151  -0.232
6 C -2.796 -1.384 0.223  -0.444
7 C -2.619 0.858 0.821  -0.240
8 C 1.805 0.871 -0.013  -0.274
9 C 2.144 0.482 -1.206  -0.293
10 C -3.289 -0.405 1.043  -0.273
11 C 3.303 -1.084 0.077  -0.363
12 C -1.684 0.772 -0.153  -0.459
13 H -4.056 -0.461 2.050  0.244
14 H -3.144 -2.566 0.217  0.266
15 H -2.709 1.959 1.481  0.245
16 H 3.308 -1.105 -2.105  0.224
17 H 2.012 0.925 -1.971  0.202
18 H 3.873 -1.823 0.517  0.227

Gap between HOMO and LUMO ... 8.94 eV
ΔE to the lowest compared entry with this formula, charge and spin ... 40.8 kcal per mole
Multiplicity ... 1
HOMO level ... -8.5 eV
SMILES string ... c1csc(SSc2cccs2)c1


This record from the OMol25 dataset describes a structure of composition C5H8N2O. The level of theory is ωB97M-V with the def2-TZVPD basis set.

Each line ends with the natural charge from an NBO analysis.
Cartesian coordinates (Å):
1 O -1.415 0.648 1.379  -0.655
2 N 0.611 0.673 0.186  -0.599
3 N -0.920 -0.916 -0.574  -0.539
4 C 0.826 -1.208 -1.644  -0.469
5 C -0.196 1.073 1.107  0.652
6 C 0.445 2.050 2.024  -0.675
7 C 0.241 -0.373 -0.575  0.429
8 C -0.591 -1.867 -1.669  -0.226
9 H 0.200 1.685 3.000  0.227
10 H -1.225 -1.673 -2.550  0.202
11 H -1.558 -0.095 0.726  0.516
12 H -0.781 -2.961 -1.346  0.203
13 H 0.067 3.086 2.023  0.236
14 H 1.031 -0.417 -2.475  0.223
15 H 1.500 1.965 1.887  0.243
16 H 1.765 -1.672 -1.499  0.233

Gap between HOMO and LUMO ... 10.47 eV
ΔE to the lowest compared entry with this formula, charge and spin ... 41.7 kcal per mole
Multiplicity ... 1
HOMO level ... -9.5 eV